Below is a molecular structure, C34H39MgN5O4P2 in a non-equilibrium geometry, with properties calculated with ωB97M-V/def2-TZVPD.

Structure (XYZ):
```
85
Properties=species:S:1:pos:R:3:forces:R:3
Mg -0.7347 -2.3427 2.5570 0.0623 0.0491 1.7513
C -0.7429 3.2082 2.9254 -0.2611 -0.1667 0.1291
C -1.3287 2.6024 1.8893 0.0349 -0.5088 0.2404
C -0.6467 2.0481 0.6561 0.0481 -0.3624 -0.7386
C 0.5488 1.0575 0.8739 -0.6784 0.0810 -0.0910
C 1.9119 1.6344 1.0771 0.4674 0.5479 0.4798
C 2.2338 2.9052 1.3739 0.2435 -1.2262 -0.6115
C 1.2953 4.0549 1.5613 0.1322 0.7454 0.9341
C 0.5309 3.9988 2.9268 0.5547 -0.2358 -0.4058
C 1.2990 -2.4279 2.6053 0.1837 0.0598 -1.1482
H -1.2329 3.1072 3.8999 -0.2382 0.6781 -0.3457
H -2.3947 2.3171 1.9692 0.7554 -0.1650 0.3475
H -0.3664 2.8143 -0.0860 -0.1302 -0.4343 0.1727
H -1.4041 1.4263 0.1613 0.2615 0.2482 0.1277
H 0.3005 0.3820 1.7222 0.1027 0.4038 -0.3154
H 0.6183 0.3967 -0.0211 -0.1529 0.3228 0.3470
H 2.7132 0.8874 1.0002 -0.1691 0.3968 0.0539
H 3.3036 3.1383 1.4826 -0.4890 -0.1660 0.0069
H 0.6054 4.2132 0.7165 0.3855 0.0492 0.5118
H 1.9464 4.9377 1.6535 -0.3681 -0.0543 -0.3152
H 1.2207 3.6190 3.7076 -0.2787 0.2506 -0.3018
H 0.2795 5.0418 3.2001 -0.0261 -0.4628 0.0277
H 1.6702 -2.4513 3.6338 -0.2944 -0.1227 -0.1717
H 1.2577 -1.3812 2.2569 0.9432 -0.2123 0.0035
H 1.8869 -3.0689 1.9424 0.0632 0.4057 0.1285
P 1.4450 -1.3786 -2.6171 2.3146 0.5288 -3.6421
P -2.2542 -0.7261 -2.4030 -1.9965 1.8878 -3.7530
N 2.7597 -0.2305 -2.9996 0.3629 0.4572 0.7610
N 2.0877 -2.5213 -3.8669 -0.3050 -1.2432 0.3374
N -2.2698 0.9605 -2.9610 0.2801 0.6995 0.8815
N -3.8037 -1.0682 -3.3845 -0.0368 -1.4069 0.5194
C 0.2626 -0.5853 -3.7958 -0.3649 0.0876 0.4288
C -1.1202 -1.2492 -3.7715 0.2052 -0.6150 0.0764
C 3.7878 0.0461 -2.1010 -0.0376 0.4909 -0.5242
C 4.7002 0.8995 -2.6960 -0.3250 -0.4755 0.3294
C 4.2582 1.1370 -4.0296 -1.0340 -0.6944 0.1395
C 3.0735 0.4240 -4.1918 0.4737 0.5688 0.3343
C 2.4585 -3.8254 -3.5291 0.0619 -0.0775 -1.3305
C 2.8724 -4.5034 -4.6791 -0.2626 0.9345 0.6231
C 2.7941 -3.5709 -5.7727 -0.5698 0.7423 1.4057
C 2.3021 -2.3722 -5.2422 0.2389 -1.2664 -0.0799
C -2.4964 2.0097 -2.0688 0.0083 0.5007 -0.9936
C -2.3209 3.2181 -2.7275 -0.0728 -1.0420 0.3733
C -1.9507 2.9193 -4.0741 -0.2659 -1.4316 0.3133
C -1.9528 1.5308 -4.2013 0.1369 0.8469 0.4817
C -4.4653 -0.4225 -4.4392 -0.4175 -0.7601 -0.0747
C -5.4360 -1.2799 -4.9813 1.3003 0.1156 1.1821
C -5.3610 -2.5091 -4.2414 0.8504 0.5343 0.4265
C -4.3521 -2.3548 -3.2924 -0.5873 0.6595 -0.7272
H 0.6204 -0.6335 -4.8349 0.0279 -0.0299 0.6229
H 0.2318 0.4788 -3.5324 -0.1792 -0.1540 0.0090
H -1.5976 -1.0834 -4.7498 -0.1493 -0.1939 0.5730
H -1.0294 -2.3384 -3.6365 0.0962 0.0968 -0.3025
H 3.7447 -0.3936 -1.1174 0.1288 0.1022 0.0514
H 5.5869 1.3143 -2.2277 -0.2224 -0.1845 -0.0845
H 4.7408 1.7561 -4.7822 -0.2021 -0.2320 0.2295
H 2.4338 0.3601 -5.0605 0.1921 0.1503 0.2711
H 2.3930 -4.1410 -2.4990 0.0024 -0.0926 -0.0811
H 3.1919 -5.5394 -4.7357 -0.0257 0.3082 0.1009
H 3.0753 -3.7518 -6.8062 -0.1510 0.1185 0.2987
H 2.0930 -1.4574 -5.7712 0.0969 -0.2005 0.1088
H -2.7968 1.7846 -1.0571 -0.0389 0.1651 -0.1924
H -2.4618 4.1936 -2.2911 0.0592 -0.0177 0.0012
H -1.7152 3.6283 -4.8541 -0.0909 -0.1198 0.0184
H -1.7512 0.9167 -5.0678 -0.0115 0.1927 0.1806
H -4.2287 0.5906 -4.7272 0.0221 -0.1109 0.1544
H -6.1014 -1.0702 -5.8118 0.1749 0.1109 0.2684
H -5.9676 -3.3957 -4.3904 0.1716 0.1919 0.0643
H -3.9693 -3.0418 -2.5530 -0.1114 -0.0534 0.0015
O -0.9668 -0.7541 3.9291 -0.0283 -1.1176 1.6281
C -0.8517 -1.6295 4.8836 -0.1834 -0.9406 -1.8710
O -0.9406 -2.8806 4.5757 -0.3294 1.7875 0.7410
C -0.5883 -1.2464 6.3356 -0.0265 -0.2994 0.5822
C 0.6670 -1.4228 6.9540 -0.0331 0.1738 0.1378
C 0.8922 -1.0217 8.2822 -0.7474 -0.2769 0.0237
C -0.1936 -0.5552 9.0505 -0.3572 -0.2974 -2.2744
C -1.4939 -0.4960 8.4812 0.6919 -0.3184 0.4442
C -1.6758 -0.8623 7.1402 0.2522 0.2147 0.1582
N 0.0871 -0.0838 10.3760 0.9073 1.3136 2.9772
O 1.2880 -0.0970 10.7563 -2.5674 -0.1009 -0.8127
O -0.8375 0.3664 11.0900 1.5504 -1.0826 -1.6865
H 1.4854 -1.9228 6.4327 -0.2459 0.4137 -0.0952
H 1.8693 -1.1254 8.7694 -0.5001 0.0730 -0.4132
H -2.3409 -0.2219 9.1168 0.3712 0.0024 -0.3134
H -2.6824 -0.8903 6.7146 0.3465 0.2446 0.1751
```
Forces are in eV/Å.

total charge = 0
HOMO level = -8.30 eV
energy above the lowest of the compared OMol25 structures with the same formula, charge and spin = 10.04 kcal per mole
total energy = -2776.3346 hartree